# 1
C13H48MnN22O13 | ωB97M-V with the def2-TZVPD basis set

Calculated values
**HOMO level (spin up / spin down)**: -0.343 / -0.344 Eh
**DFT total energy**: -104984.604 eV
**Spin multiplicity**: 6
**HOMO-LUMO gap (spin up / spin down)**: 8.87 / 8.64 eV

The geometry in XYZ format:
```
97
Properties=species:S:1:pos:R:3:lowdin_charge:R:1
Mn 5.8156 -13.5870 -21.6241 1.05
O 4.1788 -12.2428 -21.8461 -0.39
C 4.7384 -11.1136 -22.4892 -0.31
C 6.2865 -10.8917 -22.2191 -0.30
O 7.1171 -12.0395 -22.2500 -0.38
H 4.1958 -10.2548 -22.0942 0.08
H 4.4669 -11.0627 -23.5436 0.06
H 6.4603 -10.3033 -21.3181 0.07
H 6.5920 -10.1371 -22.9439 0.07
C 4.3403 -12.1756 -28.0378 -0.78
O 3.6218 -13.1110 -27.6727 0.00
N 5.0983 -11.4574 -27.2481 0.19
N 4.3701 -11.8615 -29.2654 0.19
H 5.7993 -10.7661 -27.4734 0.12
H 4.9837 -11.5663 -26.2506 0.10
H 4.0119 -12.5171 -29.9451 0.14
H 5.0420 -11.1390 -29.4810 0.12
C 1.4675 -10.4698 -24.8033 -0.83
O 0.5179 -10.0553 -25.4219 0.06
N 1.8412 -11.6996 -24.7196 0.19
N 2.4357 -9.7367 -24.4610 0.17
H 2.6657 -11.9339 -24.1853 0.06
H 1.3156 -12.4253 -25.1856 0.13
H 2.3636 -8.7965 -24.8227 0.12
H 3.1294 -10.1982 -23.8901 0.05
C 4.9049 -7.0255 -22.7405 -0.81
O 5.6257 -7.3647 -21.8573 0.04
N 3.6447 -7.3811 -22.8948 0.18
N 5.2343 -6.2875 -23.6991 0.20
H 3.3991 -8.0623 -22.1908 0.10
H 3.0780 -7.0816 -23.6754 0.11
H 6.1789 -5.9308 -23.6722 0.12
H 4.5304 -5.8661 -24.2881 0.14
C 9.7249 -10.7191 -19.2142 -0.82
O 10.1035 -9.6738 -19.7330 0.03
N 9.8734 -11.0249 -17.9713 0.15
N 9.0276 -11.6232 -19.8124 0.18
H 10.1452 -11.9895 -17.8461 0.12
H 10.4682 -10.4280 -17.4146 0.13
H 8.7434 -11.4196 -20.7599 0.10
H 8.6396 -12.2413 -19.1142 0.09
C 8.7588 -7.1911 -23.9594 -0.86
O 9.7329 -6.9382 -24.5902 0.06
N 8.5582 -6.6641 -22.8275 0.20
N 7.9492 -8.1543 -24.3129 0.17
H 9.2082 -5.9510 -22.5290 0.14
H 7.8193 -7.1347 -22.3249 0.09
H 7.0789 -8.2783 -23.8156 0.06
H 8.2584 -8.8401 -24.9869 0.11
C 5.9286 -13.0877 -18.3697 -0.72
O 5.8119 -13.4554 -19.5469 -0.06
N 6.5112 -11.9555 -18.1177 0.22
N 5.4633 -13.7879 -17.3983 0.22
H 6.7049 -11.2443 -18.8082 0.09
H 7.0464 -12.0366 -17.2650 0.13
H 5.4968 -13.5108 -16.4276 0.14
H 4.8727 -14.5589 -17.6756 0.14
C 6.0217 -7.8561 -18.3595 -0.78
O 6.3329 -7.8649 -17.1504 0.00
N 5.1507 -7.0614 -18.8313 0.16
N 6.4355 -8.7065 -19.2647 0.19
H 4.9441 -7.0535 -19.8199 0.09
H 4.6618 -6.6532 -18.0475 0.13
H 6.1174 -8.5382 -20.2084 0.06
H 7.2571 -9.2643 -19.0804 0.09
C 9.8032 -12.8350 -24.7881 -0.83
O 10.6632 -13.0563 -25.6397 0.01
N 9.7111 -11.7115 -24.1950 0.18
N 8.9259 -13.6311 -24.3111 0.18
H 10.3483 -10.9568 -24.4057 0.13
H 8.9042 -11.5272 -23.6161 0.08
H 8.1701 -13.2252 -23.7781 0.06
H 8.8731 -14.4691 -24.8724 0.11
C 0.8321 -13.5043 -21.2211 -0.82
O -0.2678 -13.8975 -21.1525 0.09
N 1.1963 -12.2609 -21.3085 0.15
N 1.8411 -14.2014 -21.6533 0.15
H 0.6434 -11.4206 -21.2174 0.13
H 2.1677 -12.1236 -21.5486 0.04
H 2.6907 -13.6603 -21.5794 0.05
H 1.5902 -15.0242 -22.1828 0.13
C 3.0010 -10.4002 -18.1718 -0.79
O 3.2445 -10.5752 -16.9885 0.04
N 2.8597 -9.2658 -18.7418 0.18
N 2.7453 -11.3387 -19.0565 0.17
H 3.3032 -8.5007 -18.2540 0.10
H 2.8176 -9.2344 -19.7505 0.10
H 3.1260 -12.2151 -18.7292 0.11
H 2.7054 -11.2127 -20.0578 0.06
C 5.2186 -14.3560 -24.7773 -0.72
O 5.8296 -14.3107 -23.6954 -0.07
N 5.8289 -14.4744 -25.8947 0.23
N 3.9395 -14.2303 -24.7446 0.22
H 6.8017 -14.7394 -25.9540 0.13
H 5.3912 -14.3224 -26.7922 0.10
H 3.4505 -13.9313 -23.9130 0.09
H 3.5904 -14.0793 -25.6803 0.09
```

# 2
C13H48N12O10 | ωB97M-V with the def2-TZVPD basis set

Calculated values
**HOMO level (spin up / spin down)**: -0.383 / -0.383 Eh
**DFT total energy**: -52606.241 eV
**Net charge**: +1
**Spin multiplicity**: 2
**HOMO-LUMO gap (spin up / spin down)**: 6.95 / 1.57 eV

The geometry in XYZ format:
```
83
Properties=species:S:1:pos:R:3:lowdin_charge:R:1
C -2.2937 -1.2250 2.2454 -0.76
O -3.3798 -0.8508 2.6978 0.03
N -1.6120 -2.3143 2.6537 0.16
N -1.7320 -0.7986 1.1873 0.15
H -1.7955 -2.9996 3.3726 0.12
H -0.7276 -2.3924 2.1722 0.08
H -2.1982 -0.0821 0.6492 0.07
H -0.9307 -1.2949 0.8244 0.10
C 3.6174 -1.6012 -2.5806 -0.77
O 4.4279 -2.5521 -2.7838 -0.03
N 3.6468 -0.8108 -1.5321 0.18
N 2.5546 -1.4369 -3.2604 0.17
H 4.2241 -1.2638 -0.8382 0.13
H 2.9976 -0.0469 -1.4091 0.11
H 2.4246 -1.8827 -4.1573 0.14
H 1.8443 -0.9574 -2.7259 0.06
C 1.0585 4.2207 1.3682 -0.90
O 1.3905 5.0159 2.1779 0.08
N 1.6729 3.1624 1.0985 0.17
N 0.0855 4.3423 0.5545 0.18
H 2.4097 2.8864 1.7317 0.13
H 1.2320 2.5163 0.4595 0.04
H -0.2466 5.2874 0.4258 0.12
H -0.1476 3.5817 -0.0678 0.06
C -1.1716 4.8462 -2.5835 -0.76
O -0.3534 5.6914 -2.1177 0.00
N -0.9930 3.5549 -2.5580 0.18
N -2.2043 5.2219 -3.2077 0.18
H -0.0487 3.2018 -2.4972 0.09
H -1.7494 3.1143 -3.0618 0.11
H -2.2508 6.1905 -3.4902 0.14
H -2.9735 4.6267 -3.4800 0.12
C 0.3115 0.8252 -4.1282 -0.75
O 0.0800 0.2426 -3.0898 -0.02
N -0.1132 0.2761 -5.1737 0.21
N 1.1674 1.8691 -4.2996 0.19
H -0.7692 -0.4883 -5.0999 0.13
H 0.0029 0.7697 -6.0472 0.14
H 1.7204 1.8784 -5.1446 0.12
H 1.4374 2.3934 -3.4796 0.11
C 0.1001 1.1163 3.6491 -0.07
C -1.0441 1.1873 4.6046 -0.41
C -0.6406 1.8054 5.9531 -0.16
O -0.4011 0.6201 6.8115 -0.21
C 0.1864 1.0859 8.0340 -0.12
N -2.0366 2.1232 3.9252 0.05
H 0.9447 0.5629 4.0593 0.09
H 0.4177 2.0234 3.1348 0.07
H -0.2936 0.5740 2.7894 0.04
H -1.5866 0.2686 4.8280 0.13
H -1.5188 2.2509 6.4203 0.12
H 0.1895 2.5018 5.8346 0.13
H -0.4661 1.8250 8.4988 0.09
H 1.2277 1.3517 7.8524 0.08
H 0.3129 0.2174 8.6804 0.08
H -2.9304 1.9091 4.3440 0.07
H -2.0536 1.6064 3.0576 0.02
C 1.0368 -5.8853 0.1451 -0.02
C 1.3048 -5.9455 -1.3469 -0.30
C 1.0194 -4.6295 -2.1122 -0.13
O -0.1738 -4.0166 -1.5631 -0.17
C -0.4352 -2.7448 -2.1200 -0.09
N 2.6081 -6.5339 -1.6838 0.36
H 0.4406 -5.0364 0.4800 0.09
H 1.9874 -5.6187 0.6070 0.10
H 0.6622 -6.7336 0.7180 0.10
H 0.5807 -6.6333 -1.7835 0.19
H 0.9342 -4.8903 -3.1671 0.14
H 1.8698 -3.9583 -1.9919 0.13
H -0.8291 -2.9069 -3.1233 0.10
H 0.3990 -2.0514 -2.0138 0.06
H -1.2642 -2.1776 -1.6968 0.09
H 2.6899 -6.8382 -2.6434 0.16
H 2.8939 -7.3298 -1.1315 0.16
O -3.1415 0.2239 -3.1456 -0.04
H -2.8089 -0.4005 -3.7904 0.02
H -2.4282 0.3201 -2.5146 -0.02
O 0.4626 1.2419 -0.4454 -0.06
H -0.3023 1.2015 0.1287 0.02
H 0.1835 0.8020 -1.2484 -0.01
O -2.6267 1.3262 -0.5733 -0.04
H -3.4815 1.2336 -0.9940 0.06
H -2.6046 2.2346 -0.2723 0.07
```

# 3
C13H4Cl5F6NO5RhSb | ωB97M-V with the def2-TZVPD basis set

Calculated values
**HOMO level (spin up / spin down)**: -0.488 / -0.488 Eh
**DFT total energy**: -113727.037 eV
**Net charge**: +1
**Spin multiplicity**: 2
**HOMO-LUMO gap (spin up / spin down)**: 6.79 / 5.65 eV

The geometry in XYZ format:
```
36
Properties=species:S:1:pos:R:3:lowdin_charge:R:1
Rh 0.1767 0.0810 -0.0806 1.22
Cl -5.9168 -2.7512 -2.0271 0.85
C -4.4182 -2.0075 -1.9750 -0.65
C -3.7609 -1.8637 -0.7024 -0.68
Cl -4.5077 -2.4002 0.7213 0.82
C -2.5364 -1.2855 -0.6690 -0.51
Cl -1.6633 -1.1091 0.8310 0.88
C -1.9053 -0.7612 -1.8478 -0.37
O -0.7911 -0.1687 -1.8058 -0.11
C -2.5852 -0.9195 -3.1145 -0.59
Cl -1.8136 -0.3245 -4.4873 0.87
C -3.8156 -1.5369 -3.1632 -0.69
Cl -4.6172 -1.7269 -4.6503 0.79
O 1.8447 -0.7926 -0.8172 0.02
C 2.3069 0.3644 -1.1282 -0.47
O 1.4532 1.2834 -0.9000 -0.02
C 3.6351 0.6160 -1.6695 -0.13
C 4.0433 1.9296 -1.8742 0.04
C 5.2951 2.1727 -2.4150 0.04
C 6.0941 1.0957 -2.7299 -0.10
C 5.7145 -0.2102 -2.5210 0.04
C 4.4668 -0.4545 -1.9732 0.03
N 7.4413 1.3554 -3.3333 -0.34
O 7.7528 2.5077 -3.5105 0.11
O 8.1219 0.3934 -3.5930 0.11
H 3.3942 2.7491 -1.5975 0.13
H 5.6598 3.1739 -2.5920 0.13
H 6.3830 -1.0161 -2.7858 0.13
H 4.1397 -1.4683 -1.7821 0.13
F 1.0459 0.3311 1.6317 -0.49
Sb 1.5249 0.5426 3.7651 1.45
F 1.2464 2.3297 3.3419 -0.33
F -0.3327 0.3535 3.8502 -0.35
F 1.9587 0.7144 5.5459 -0.30
F 1.6085 -1.3093 3.6150 -0.33
F 3.2270 0.6583 3.0329 -0.33
```

# 4
C13H52N20O13 | ωB97M-V with the def2-TZVPD basis set

Calculated values
**HOMO level**: -0.301 Eh
**DFT total energy**: -70747.979 eV
**HOMO-LUMO gap**: 7.53 eV

The geometry in XYZ format:
```
98
Properties=species:S:1:pos:R:3:lowdin_charge:R:1
C -0.1641 -3.2490 -2.2175 -0.16
O -1.3077 -3.2183 -1.4573 -0.14
H 0.7361 -2.9471 -1.6821 0.07
H 0.0925 -4.1854 -2.7128 0.10
H -0.2301 -2.5510 -3.0521 0.07
H -1.5089 -4.1553 -1.4014 0.12
C 0.7342 0.3586 -3.1181 -0.13
O 1.5356 -0.4305 -4.0527 -0.14
H 1.2935 0.4575 -2.1878 0.06
H 0.5458 1.4142 -3.3142 0.07
H -0.2480 -0.1104 -3.0592 0.05
H 1.4347 -0.0761 -4.9391 0.08
C -2.1496 3.4306 -2.3435 -0.15
O -1.2746 2.4214 -1.8830 -0.16
H -1.8856 4.3682 -1.8542 0.08
H -1.9154 3.7296 -3.3652 0.07
H -3.1918 3.1139 -2.3025 0.06
H -0.7407 2.8466 -1.2079 0.01
C -3.8469 1.4786 1.1054 -0.86
O -3.7308 2.1017 2.0878 0.09
N -2.9177 1.2551 0.2729 0.19
N -4.9644 1.1512 0.5856 0.19
H -3.2749 0.9566 -0.6234 0.08
H -2.1303 1.8845 0.3363 0.08
H -4.9221 0.4514 -0.1414 0.07
H -5.9052 1.3524 0.8931 0.13
C -3.5937 -0.4401 -2.7499 -0.67
O -4.2747 -0.5295 -1.7481 -0.01
N -2.6531 -1.3532 -3.0605 0.20
N -3.5575 0.6872 -3.4203 0.20
H -2.2235 -1.3677 -3.9744 0.11
H -2.4049 -2.1306 -2.4653 0.07
H -4.1349 1.4726 -3.1558 0.12
H -2.9562 0.7148 -4.2314 0.12
C -4.8575 -2.8656 0.7893 -0.68
O -5.6417 -3.3125 1.7046 -0.04
N -3.6202 -2.4299 1.0001 0.16
N -5.1511 -2.6720 -0.4836 0.15
H -3.1519 -1.8902 0.2864 0.07
H -3.2386 -2.4062 1.9349 0.12
H -4.6577 -1.9235 -0.9488 0.02
H -6.0835 -2.9014 -0.7968 0.12
C 3.3755 2.4423 0.2295 -0.78
O 3.4036 2.5070 1.4077 0.07
N 4.3897 2.0802 -0.5457 0.19
N 2.3384 2.8287 -0.4381 0.19
H 5.2245 1.6475 -0.1770 0.10
H 4.3253 2.1254 -1.5527 0.10
H 1.5396 3.3334 -0.0812 0.07
H 2.3776 2.5030 -1.3933 0.09
C 0.0929 -4.9335 2.4512 -0.85
O -0.0800 -6.0889 2.8389 0.00
N 1.0884 -4.1766 2.7740 0.17
N -0.7730 -4.2503 1.8730 0.17
H 1.0060 -3.2251 2.4454 0.05
H 1.8649 -4.5883 3.2716 0.12
H -1.4231 -4.9411 1.5260 0.13
H -0.6682 -3.2701 1.6535 0.08
C 0.2953 -0.8958 0.9153 -0.73
O 0.8528 -1.8752 1.4142 0.00
N 0.4895 0.3056 1.2553 0.24
N -0.5853 -0.9426 -0.0581 0.21
H -0.0727 0.9981 0.7814 0.08
H 1.1747 0.6391 1.9182 0.12
H -1.1097 -0.1011 -0.2504 0.08
H -0.8286 -1.7905 -0.5500 0.05
C 1.3146 2.3776 4.5820 -0.77
O 1.6921 1.2363 4.7388 0.05
N 1.6992 3.1290 3.5282 0.16
N 0.4812 3.0021 5.3298 0.16
H 2.5371 2.8716 3.0264 0.07
H 1.4367 4.0987 3.6322 0.08
H 0.0875 2.5506 6.1430 0.13
H 0.1263 3.9444 5.2520 0.10
C 5.1474 -0.6760 1.1881 -0.80
O 5.3469 0.1471 2.0576 0.01
N 6.0063 -1.0470 0.2769 0.18
N 4.1019 -1.4060 1.4548 0.17
H 6.9693 -0.7497 0.3428 0.12
H 5.6599 -1.8217 -0.2707 0.07
H 3.9388 -2.2824 0.9800 0.07
H 3.3619 -1.1217 2.0806 0.11
C 3.6404 -2.4600 -1.5806 -0.81
O 4.1618 -2.9958 -0.6662 0.03
N 2.7061 -1.5950 -1.4716 0.22
N 3.9649 -2.8700 -2.7796 0.19
H 2.4612 -1.2780 -0.5444 0.10
H 2.3584 -1.1850 -2.3266 0.06
H 3.5880 -2.3630 -3.5677 0.10
H 4.6352 -3.5795 -3.0393 0.13
C -0.4324 3.9929 1.2400 -0.77
O -0.3723 3.0816 0.4425 -0.02
N -0.9827 3.9316 2.3912 0.21
N 0.0605 5.1489 1.0795 0.20
H -0.7349 4.6374 3.0697 0.11
H -1.4997 3.1009 2.6416 0.12
H 0.4296 5.5050 0.2094 0.14
H -0.0530 5.8427 1.8046 0.13
```

ΔE to the lowest compared entry with this formula, charge and spin, respectively: 6.7315; 0.0000; 1.0488; 6.8105 eV.